1.
The following is a quantum chemistry calculation of C48H62IrN6O6P4 as an isolated structure in a non-equilibrium geometry, from the Open Molecules 2025 dataset.

```
! wB97M-V def2-TZVPD RIJCOSX def2/J DEFGRID3
* xyz 3 1
Ir -0.44 -0.01 -0.55
C -3.78 2.21 1.17
C -4.64 0.96 1.24
C -4.40 0.14 2.50
O -4.37 0.21 0.02
P -3.63 -1.14 -0.25
O -2.19 -1.21 0.15
C -3.90 -1.23 -2.03
P -2.83 -0.08 -2.93
O -1.89 0.72 -2.07
O -3.65 0.79 -3.92
C -4.42 2.03 -3.76
C -3.48 3.19 -3.49
C -5.48 1.88 -2.69
O -2.10 -1.13 -3.85
C -1.01 -0.91 -4.80
C -1.06 0.46 -5.46
C 0.30 -1.13 -4.06
O -4.52 -2.21 0.46
C -4.26 -3.63 0.72
C -3.28 -3.77 1.87
C -3.82 -4.35 -0.53
H -3.95 2.84 2.04
H -4.01 2.78 0.27
H -2.73 1.92 1.13
H -5.69 1.24 1.17
H -3.40 -0.29 2.49
H -5.13 -0.66 2.58
H -4.51 0.79 3.37
H -4.95 -1.02 -2.23
H -3.67 -2.23 -2.41
H -4.88 2.15 -4.73
H -2.91 3.01 -2.57
H -4.05 4.11 -3.37
H -2.78 3.33 -4.32
H -5.02 1.65 -1.73
H -6.18 1.08 -2.95
H -6.05 2.80 -2.60
H -1.15 -1.69 -5.54
H -0.99 1.24 -4.70
H -1.98 0.59 -6.02
H -0.21 0.56 -6.14
H 0.35 -0.43 -3.21
H 1.14 -0.96 -4.72
H 0.37 -2.15 -3.68
H -5.24 -4.00 1.03
H -2.29 -3.40 1.57
H -3.19 -4.82 2.14
H -3.62 -3.22 2.74
H -2.86 -3.95 -0.88
H -4.56 -4.26 -1.32
H -3.68 -5.41 -0.31
N 1.21 2.08 0.80
P 1.18 1.83 -0.90
C 2.88 1.43 -1.38
C 3.95 2.16 -0.86
C 5.24 1.85 -1.24
C 5.47 0.83 -2.15
C 4.41 0.11 -2.69
C 3.11 0.41 -2.30
C 0.95 3.45 -1.67
C 1.25 3.56 -3.03
C 1.07 4.78 -3.67
C 0.62 5.88 -2.96
C 0.32 5.77 -1.61
C 0.46 4.55 -0.97
P -0.07 1.27 1.55
C -0.85 2.43 2.70
C -0.63 3.81 2.64
C -1.25 4.64 3.55
C -2.10 4.11 4.51
C -2.32 2.74 4.57
C -1.71 1.90 3.66
C 0.52 0.09 2.78
C -0.10 -1.16 2.87
C 0.11 -1.95 3.98
C 0.94 -1.50 5.00
C 1.59 -0.27 4.90
C 1.37 0.53 3.79
H 1.66 2.89 1.21
H 3.77 2.98 -0.17
H 6.07 2.41 -0.84
H 6.49 0.59 -2.46
H 4.59 -0.68 -3.41
H 2.28 -0.15 -2.70
H 1.62 2.71 -3.58
H 1.29 4.86 -4.72
H 0.49 6.83 -3.46
H -0.04 6.62 -1.05
H 0.18 4.45 0.07
H 0.04 4.23 1.91
H -1.08 5.71 3.50
H -2.59 4.77 5.22
H -2.96 2.33 5.34
H -1.89 0.83 3.71
H -0.76 -1.48 2.07
H -0.38 -2.91 4.08
H 1.04 -2.09 5.90
H 2.23 0.08 5.69
H 1.82 1.52 3.73
C 3.22 -1.05 0.75
C 2.27 -1.93 0.04
N 1.06 -1.64 -0.46
C 0.54 -2.81 -0.98
C 1.45 -3.80 -0.84
N 2.54 -3.24 -0.24
C 3.79 -3.96 0.01
N 4.22 -4.01 1.37
N 3.32 -4.21 2.36
N 3.92 -4.16 3.48
C 5.26 -3.91 3.28
C 6.31 -3.72 4.19
C 7.55 -3.45 3.66
C 7.76 -3.40 2.27
C 6.74 -3.60 1.36
C 5.47 -3.82 1.90
H 2.87 -0.02 0.69
H 4.22 -1.11 0.31
H 3.29 -1.32 1.80
H -0.44 -2.84 -1.43
H 1.42 -4.83 -1.14
H 4.59 -3.50 -0.58
H 3.64 -4.98 -0.36
H 6.13 -3.78 5.25
H 8.38 -3.28 4.32
H 8.76 -3.21 1.90
H 6.94 -3.63 0.30
*
```

- energy (eV) = -111985.532
- HOMO-LUMO gap (alpha / beta) (eV) = 4.657 / 4.656
- maximum force (eV/Å) = 2.374
- highest occupied orbital energy (alpha / beta) (Eh) = -0.5322 / -0.5322

=====

2.
The following is a quantum chemistry calculation of C48H64N3OP2PdSSi3 as an isolated structure in a non-equilibrium geometry, from the Open Molecules 2025 dataset.

```
! wB97M-V def2-TZVPD RIJCOSX def2/J DEFGRID3
* xyz -1 1
Pd -0.38 0.28 0.02
C 3.72 -0.30 -0.92
O 2.42 0.01 -0.47
Si 2.01 1.50 0.25
C 2.44 1.36 2.10
C 3.42 2.62 -0.42
C 0.40 2.34 -0.16
Si 0.06 2.55 -1.97
C -1.75 2.95 -2.45
C 0.74 1.13 -3.06
C 0.94 4.12 -2.64
Si -0.29 3.54 1.05
C -0.81 2.95 2.76
C -1.80 4.49 0.38
C 0.99 4.93 1.35
H 3.99 0.28 -1.81
H 3.76 -1.36 -1.17
H 4.48 -0.11 -0.15
H 3.34 0.77 2.25
H 1.63 0.92 2.68
H 2.63 2.36 2.51
H 4.41 2.35 -0.02
H 3.22 3.66 -0.16
H 3.48 2.56 -1.51
H -2.44 2.66 -1.67
H -2.05 2.46 -3.37
H -1.85 4.03 -2.59
H 0.74 0.19 -2.50
H 1.77 1.34 -3.35
H 0.15 1.00 -3.97
H 0.56 5.00 -2.12
H 0.76 4.25 -3.71
H 2.02 4.08 -2.48
H -1.65 2.25 2.69
H -1.12 3.79 3.38
H -0.01 2.42 3.28
H -2.61 3.82 0.08
H -1.54 5.10 -0.49
H -2.20 5.15 1.16
H 1.87 4.55 1.88
H 0.56 5.75 1.93
H 1.33 5.33 0.39
C -1.49 -3.12 0.14
N -2.72 -2.59 -0.41
C -3.36 -1.58 0.40
P -2.81 0.19 -0.02
C -4.06 1.06 1.00
C -4.78 2.16 0.54
C -5.58 2.90 1.39
C -5.67 2.57 2.74
C -4.93 1.50 3.22
C -4.13 0.76 2.37
C -3.51 0.16 -1.71
C -2.60 -0.22 -2.70
C -3.01 -0.42 -4.01
C -4.33 -0.19 -4.36
C -5.24 0.22 -3.39
C -4.84 0.38 -2.07
C -3.36 -3.22 -1.47
C -4.70 -2.99 -1.78
C -5.33 -3.66 -2.82
C -4.66 -4.59 -3.59
C -3.33 -4.83 -3.30
C -2.69 -4.17 -2.27
P 0.06 -2.04 -0.01
C 0.85 -2.88 -1.45
C 0.29 -2.64 -2.70
C 0.79 -3.27 -3.84
C 1.87 -4.13 -3.74
C 2.47 -4.33 -2.50
C 1.97 -3.71 -1.36
C 1.00 -2.88 1.34
C 0.79 -4.19 1.76
C 1.49 -4.71 2.84
C 2.44 -3.94 3.50
C 2.69 -2.65 3.06
C 1.98 -2.13 1.99
H -1.30 -4.11 -0.27
H -1.62 -3.22 1.22
H -3.09 -1.75 1.45
H -4.45 -1.64 0.33
H -4.71 2.45 -0.51
H -6.13 3.75 1.01
H -6.29 3.15 3.41
H -4.97 1.24 4.27
H -3.53 -0.05 2.76
H -1.57 -0.33 -2.40
H -2.30 -0.73 -4.76
H -4.66 -0.32 -5.38
H -6.28 0.40 -3.66
H -5.57 0.66 -1.32
H -5.29 -2.27 -1.23
H -6.37 -3.44 -3.02
H -5.16 -5.11 -4.40
H -2.77 -5.55 -3.88
H -1.64 -4.37 -2.12
H -0.55 -1.96 -2.78
H 0.32 -3.08 -4.80
H 2.25 -4.63 -4.61
H 3.33 -4.99 -2.42
H 2.44 -3.89 -0.41
H 0.08 -4.83 1.25
H 1.29 -5.73 3.16
H 2.99 -4.36 4.33
H 3.44 -2.04 3.56
H 2.15 -1.12 1.64
C -0.04 -3.46 7.09
C 0.11 -2.12 6.46
C 0.58 -1.00 7.09
C 0.68 0.20 6.34
N 0.27 0.28 5.09
C -0.27 -0.78 4.48
S -0.89 -0.80 2.93
N -0.25 -2.00 5.17
C 1.26 1.44 6.92
H 0.24 -3.42 8.14
H 0.59 -4.19 6.58
H -1.08 -3.79 7.02
H 0.88 -1.04 8.12
H -0.58 -2.81 4.64
H 1.31 1.39 8.01
H 0.65 2.30 6.62
H 2.26 1.60 6.52
*
```

- energy (eV) = -113864.466
- HOMO-LUMO gap (eV) = 4.627
- maximum force (eV/Å) = 1.802
- highest occupied orbital energy (Eh) = -0.1029